Record 1
Here is a 2-piece molecular cluster, CH2NO2S overall in a non-equilibrium geometry from OMol25. Energies are from ωB97M-V with the def2-TZVPD basis set.

```
! wB97M-V def2-TZVPD RIJCOSX def2/J DEFGRID3
* xyz -1 1
C -1.2591 -0.1314 -0.3720
N 1.4592 -0.3176 0.6239
O -1.9582 -1.0827 -0.5942
O 2.4024 -0.1967 -0.1897
S -1.7002 1.4247 -0.5453
H -0.1400 -0.1714 -0.2802
H 1.1959 0.4751 1.3575
*
```

Properties
HOMO (alpha / beta)   -3.28 / -3.27 eV
Relative energy (zero: lowest compared OMol25 entry of this formula, charge and spin)   350.7 kJ/mol

***

Record 2
Here is C4H8NS as an isolated structure in a non-equilibrium geometry from OMol25. Energies are from ωB97M-V with the def2-TZVPD basis set.

```
! wB97M-V def2-TZVPD RIJCOSX def2/J DEFGRID3
* xyz 1 1
C -0.5117 -0.3193 1.5419
C -0.0684 -0.1202 0.2915
C -1.9304 -0.0892 1.2572
C 1.3072 0.0487 -0.3409
N 1.0698 0.1060 -1.8139
S -1.6309 0.1839 -0.4807
H -0.0653 -0.3440 2.6041
H -2.7043 -0.8572 1.5566
H -2.3962 0.8855 1.6680
H 1.9819 -0.7034 0.1173
H 1.9685 0.8504 -0.0151
H 1.4248 -0.7247 -2.3280
H 1.4999 0.9775 -2.2443
H 0.0552 0.1059 -1.8137
*
```

Properties
HOMO   -12.66 eV
Relative energy (zero: lowest compared OMol25 entry of this formula, charge and spin)   136.3 kJ/mol

***

Record 3
Here is a 2-piece molecular cluster, C6H16O3 overall from OMol25. Energies are from ωB97M-V with the def2-TZVPD basis set.

```
! wB97M-V def2-TZVPD RIJCOSX def2/J DEFGRID3
* xyz 0 1
O 0.9082 3.0829 1.7137
C 2.1259 3.7704 1.9217
C 0.3324 2.7089 2.9495
H 2.5329 4.0390 0.9323
H 2.8638 3.1404 2.4464
H 1.9762 4.6954 2.5034
H 0.9936 2.0335 3.5181
H 0.1060 3.5886 3.5752
H -0.6104 2.1786 2.7336
O 1.0550 0.5641 0.6068
O 0.3381 -1.3905 2.4448
C -0.0246 0.3182 -0.3124
C 0.3997 -2.4214 1.4694
C 0.0148 -1.1332 -0.7570
C -0.4851 -2.1766 0.2499
H 1.0461 1.5157 0.8407
H 0.7050 -0.5888 2.0168
H 0.0874 0.9812 -1.1919
H -0.9962 0.5520 0.1636
H 0.0557 -3.3391 1.9840
H 1.4433 -2.5906 1.1412
H -0.6224 -1.1986 -1.6599
H 1.0530 -1.3695 -1.0600
H -1.4953 -1.8970 0.6060
H -0.5727 -3.1398 -0.2886
*
```

Properties
SMILES string   OCCCCO.COC
HOMO   -9.58 eV
Relative energy (zero: lowest compared OMol25 entry of this formula, charge and spin)   57.0 kJ/mol

***

Record 4
Here is one molecule with the formula C13H16F4N2O4S in a non-equilibrium geometry from OMol25. Energies are from ωB97M-V with the def2-TZVPD basis set.

```
! wB97M-V def2-TZVPD RIJCOSX def2/J DEFGRID3
* xyz 0 1
C 3.9821 0.6304 1.9210
H 3.3405 1.4574 2.2102
H 4.9603 0.7711 2.3723
C 4.1200 0.6022 0.4056
N 2.8111 0.4121 -0.2206
S 2.0031 1.8695 -0.5963
O 2.1727 2.1678 -1.9887
O 2.4182 2.8379 0.3702
C 0.3202 1.3795 -0.2855
C -0.0578 1.1300 1.0210
C -1.3433 0.7056 1.2854
C -2.2554 0.5309 0.2399
C -1.8637 0.8006 -1.0715
C -0.5732 1.2229 -1.3276
H -0.2474 1.4436 -2.3317
H -2.5704 0.6732 -1.8739
N -3.5329 0.0937 0.5595
C -4.5932 -0.1340 -0.2772
O -4.6278 0.0257 -1.4661
O -5.6323 -0.5740 0.4639
C -6.8206 -0.8588 -0.2629
H -7.5451 -1.2014 0.4709
H -7.1810 0.0387 -0.7688
H -6.6333 -1.6333 -1.0087
H -3.7143 -0.0999 1.5354
H -1.6503 0.5051 2.3015
H 0.6600 1.2826 1.8109
C 2.7240 -0.5498 -1.2851
H 3.6063 -0.5471 -1.9394
C 2.5480 -1.9723 -0.7393
F 2.3520 -2.8366 -1.7621
F 3.6769 -2.4003 -0.1148
C 1.3875 -2.0659 0.2721
F 0.2331 -1.6924 -0.3177
F 1.2131 -3.3247 0.7101
H 1.5767 -1.4071 1.1320
H 1.8469 -0.3143 -1.8915
H 4.5477 1.5482 0.0603
H 4.7794 -0.2123 0.1025
H 3.5620 -0.3043 2.2852
*
```

Properties
SMILES string   CCN(CC(F)(F)C(F)F)S(=O)(=O)c1ccc(NC(=O)OC)cc1
HOMO   -9.13 eV

***

Record 5
Here is C4H8N as an isolated structure in a non-equilibrium geometry from OMol25. Energies are from ωB97M-V with the def2-TZVPD basis set.

```
! wB97M-V def2-TZVPD RIJCOSX def2/J DEFGRID3
* xyz 1 1
C 1.8029 -0.4410 -0.1945
C 0.7962 0.3681 0.5832
C 0.6220 0.3219 -0.8720
C -1.8192 0.2253 0.2281
N -0.4258 -0.2448 -0.0694
H 2.7808 0.0207 -0.2019
H 1.7679 -1.5451 -0.3218
H 0.7784 0.9164 1.5513
H 0.5349 0.9519 -1.7402
H -2.2954 0.6263 -0.7232
H -2.3172 -0.6869 0.6881
H -1.5332 1.0053 1.0426
H -0.6921 -1.5181 0.0297
*
```

Properties
HOMO   -15.79 eV
Relative energy (zero: lowest compared OMol25 entry of this formula, charge and spin)   321.5 kJ/mol

***

Record 6
Here is an isolated ion of composition C3H5N2O2 and charge +1 in a non-equilibrium geometry from OMol25. Energies are from ωB97M-V with the def2-TZVPD basis set.

```
! wB97M-V def2-TZVPD RIJCOSX def2/J DEFGRID3
* xyz 1 1
C 1.0296 -0.0095 -0.2401
C -1.1585 0.4216 -0.1086
C -0.8558 -1.0647 0.1541
N 2.4843 0.1516 0.3164
N 0.1869 0.9903 -0.1688
O 3.4663 0.2368 -0.2530
O 0.5335 -1.2017 -0.1400
H -1.7671 0.6050 -1.0384
H -1.7726 0.8722 0.8719
H -1.0485 -1.2819 1.1214
H -1.4259 -1.6404 -0.5386
H 0.3279 1.9208 0.0239
*
```

Properties
SMILES string   O=NC1=[NH+]CCO1
HOMO   -14.96 eV
Relative energy (zero: lowest compared OMol25 entry of this formula, charge and spin)   367.7 kJ/mol

***

Record 7
Here is a 13-piece molecular cluster, C6H38O12S2 overall in a non-equilibrium geometry from OMol25. Energies are from ωB97M-V with the def2-TZVPD basis set.

```
! wB97M-V def2-TZVPD RIJCOSX def2/J DEFGRID3
* xyz 0 1
C 0.6934 -3.8449 0.6811
C -0.5767 -4.1085 -0.3261
C 1.5578 -2.6918 0.5092
S 2.9933 -3.1735 1.6355
S 3.1676 -1.6962 3.0231
C 3.3729 -0.1790 2.0875
C 2.2830 0.8484 1.9876
C 1.8223 1.2994 3.4122
H 1.4493 -4.6931 0.5110
H 0.1789 -3.7901 1.7142
H -0.7334 -3.4522 -1.1444
H -1.6279 -3.9426 0.1473
H -0.6374 -5.0119 -0.8577
H 1.0796 -1.7748 0.7226
H 2.1793 -2.6051 -0.4462
H 3.8931 -0.2419 1.2092
H 4.1112 0.1801 2.9563
H 2.8312 1.7076 1.4898
H 1.3837 0.7083 1.4110
H 2.7304 1.1763 3.9706
H 1.0951 0.6259 3.7960
H 1.3530 2.1927 3.3703
H 1.8544 -0.4881 -1.2874
H 3.1275 0.3441 -1.7165
O 2.1598 0.3662 -1.5537
H 0.0599 5.0579 -0.6102
H -0.0589 3.5142 -0.8516
O -0.4265 4.3873 -1.1232
H -2.8280 3.1941 -0.8003
H -2.4447 4.3070 -0.1639
O -3.2044 3.6929 -0.0708
H 1.5275 0.3500 -3.1203
H 0.9097 1.0406 -4.2459
O 1.0877 0.1306 -4.0283
H -1.5015 2.2691 2.8376
H -2.5053 2.8971 1.7710
O -2.3927 2.5013 2.6424
H -4.1083 1.5494 1.3991
H -2.7499 0.7255 1.5755
O -3.6152 0.7914 1.0381
H -1.0513 2.1166 -2.7139
H -0.3648 3.0887 -3.7246
O -0.2453 2.2353 -3.3903
H -2.0191 0.3389 -2.4961
H -2.5913 0.1725 -0.9844
O -2.0146 0.5632 -1.5391
H -3.5836 -0.4341 3.3298
H -3.5042 -0.8616 1.8330
O -2.9231 -0.7806 2.6669
H 1.5995 -3.9282 -2.3810
H 1.0187 -2.5585 -2.5281
O 1.7943 -3.0882 -2.4406
H -1.2109 -1.8960 -4.1069
H -0.3959 -0.5531 -3.7903
O -1.0419 -1.1491 -3.4278
H -0.6086 0.2681 1.0761
H -1.4832 1.1274 0.1651
O -0.8655 1.1753 0.9003
*
```

Properties
HOMO   -7.99 eV
Relative energy (zero: lowest compared OMol25 entry of this formula, charge and spin)   682.8 kJ/mol

***

Looking at M for the records above, in order, we have 92.10 102.18 136.19 372.34 70.11 101.08 366.49 g/mol.